## P
This record from OMol25 describes a single C3H5BrO molecule. The level of theory is ωB97M-V/def2-TZVPD.

Summary:
Multiplicity   1
Frontier orbital gap   10.6 eV
Highest occupied orbital energy   -0.3608 hartree
Structure (SMILES)   C[C@]1(Br)CO1

Atoms and positions in Å:
C -0.143 -1.261 -0.636
C 0.400 0.002 -0.062
C -0.343 1.171 0.545
O 0.162 -1.560 0.664
Br 2.276 0.341 -0.083
H -1.262 -1.098 -1.018
H 0.549 -1.860 -1.250
H 0.296 1.782 0.994
H -1.128 0.735 1.240
H -0.807 1.748 -0.394

## Q
This record from OMol25 describes 2 unconnected molecules or ions with the total composition C3H5BrO. The level of theory is ωB97M-V/def2-TZVPD.

Summary:
Multiplicity   1
Frontier orbital gap   10.1 eV
Highest occupied orbital energy   -0.3445 hartree
Structure (SMILES)   C=CBr.C=O

Atoms and positions in Å:
C 0.912 1.235 0.600
C -0.135 0.840 -0.142
C -2.725 -2.413 -0.482
O -1.767 -2.357 0.234
Br -1.802 1.609 -0.084
H 0.782 2.182 1.057
H 1.773 0.740 0.332
H -3.767 -2.240 -0.146
H -2.690 -2.821 -1.464
H -0.106 0.216 -1.021

Relative to the most stable structure, the computed energies are P 0.0198; Q 0.0000, all in hartree.

## P
This record from OMol25 describes 2 unconnected molecules or ions with the total composition C3H3F3O. The level of theory is ωB97M-V/def2-TZVPD.

Summary:
Multiplicity   1
Frontier orbital gap   10.7 eV
Highest occupied orbital energy   -0.3729 hartree

Atoms and positions in Å:
C 1.061 -1.750 -2.220
C -0.179 -0.012 -0.035
C -0.611 -1.147 -0.993
O 2.112 -1.287 -2.155
F 0.737 -2.712 -3.078
F -1.194 -2.202 -0.447
F -1.456 -0.628 -1.851
H -0.908 0.929 -0.240
H 0.864 0.387 -0.383
H -0.151 -0.466 0.943

## Q
This record from OMol25 describes a single C3H3F3O molecule. The level of theory is ωB97M-V/def2-TZVPD.

Summary:
Multiplicity   1
Frontier orbital gap (spin up / spin down)   8.9 / 7.3 eV
Highest occupied orbital energy (spin up / spin down)   -0.3238 / -0.2882 hartree

Atoms and positions in Å:
C 0.334 0.812 -0.104
C 0.867 -0.550 -0.423
C -1.369 1.099 0.572
O 0.997 -1.530 0.385
F 0.607 -1.025 -1.686
F -1.362 0.620 1.797
F -2.305 0.279 -0.035
H 0.950 1.467 0.473
H 0.340 1.314 -1.052
H 0.941 -2.486 0.074

Relative to the most stable structure, the computed energies are P 0.0000; Q 0.0830, all in hartree.

## P
This record from OMol25 describes 2 unconnected molecules or ions with the total composition C4H12NO2. The level of theory is ωB97M-V/def2-TZVPD.

Summary:
Multiplicity   1
Frontier orbital gap   6.9 eV
Highest occupied orbital energy   -0.1021 hartree
Total charge   -1

Atoms and positions in Å:
C 1.754 0.020 1.380
C 0.327 0.564 1.297
C -0.481 0.028 0.093
C 0.347 0.053 -1.219
O 0.813 1.273 -1.497
N -0.363 0.321 2.594
H 2.129 0.033 2.403
H 1.839 -0.979 0.943
H 2.422 0.655 0.797
H 0.444 1.606 0.992
H -0.834 -1.014 0.242
H -1.407 0.618 0.079
H 1.040 -0.803 -1.049
H -0.389 -0.429 -1.931
H -0.431 -0.680 2.623
H -1.311 0.692 2.489
H -1.253 -0.866 -3.247
H -2.597 -0.297 -3.190
O -2.050 -0.796 -3.800

## Q
This record from OMol25 describes 2 unconnected molecules or ions with the total composition C4H12NO2. The level of theory is ωB97M-V/def2-TZVPD.

Summary:
Multiplicity   1
Frontier orbital gap   7.2 eV
Highest occupied orbital energy   -0.1145 hartree
Total charge   -1

Atoms and positions in Å:
C -0.575 1.738 -0.725
N -0.108 1.021 0.433
C 1.849 0.420 -1.070
C 0.990 0.080 0.152
C 0.227 -1.319 0.109
O -0.242 -1.909 1.220
H -0.006 2.693 -0.618
H -0.318 1.005 -1.571
H -1.642 1.880 -0.546
H -0.945 0.409 0.965
H 2.747 -0.322 -0.855
H 2.127 1.418 -1.047
H 1.355 0.093 -2.009
H 1.639 0.051 1.115
H 0.949 -1.982 -0.522
H -0.688 -1.023 -0.518
H -1.687 -1.339 1.529
H -3.009 -1.823 2.234
O -2.665 -1.091 1.724

## R
This record from OMol25 describes 2 unconnected molecules or ions with the total composition C4H12NO2. The level of theory is ωB97M-V/def2-TZVPD.

Summary:
Multiplicity   1
Frontier orbital gap   7.5 eV
Highest occupied orbital energy   -0.1274 hartree
Total charge   -1

Atoms and positions in Å:
C -0.210 -1.626 -0.757
N 0.077 -1.055 0.563
C -1.947 0.446 0.277
C -0.531 0.243 0.856
C 0.336 1.471 0.464
O 1.675 1.341 0.712
H -1.261 -1.934 -0.824
H 0.009 -0.943 -1.599
H 0.405 -2.511 -0.861
H 1.079 -0.892 0.582
H -2.157 1.525 0.304
H -2.748 -0.107 0.785
H -1.946 0.116 -0.744
H -0.656 0.267 1.940
H -0.108 2.300 1.047
H 0.166 1.621 -0.629
H 2.342 0.357 -0.028
H 2.583 -0.217 -1.494
O 2.893 -0.403 -0.593

## S
This record from OMol25 describes 2 unconnected molecules or ions with the total composition C4H12NO2. The level of theory is ωB97M-V/def2-TZVPD.

Summary:
Multiplicity   1
Frontier orbital gap   7.0 eV
Highest occupied orbital energy   -0.1148 hartree
Total charge   -1

Atoms and positions in Å:
C 1.796 -0.011 0.831
N 0.723 0.183 -0.163
C 1.080 1.676 -0.888
O 2.193 1.652 -1.549
H 2.796 0.029 0.364
H 1.749 -0.973 1.297
H 1.766 0.828 1.634
H 1.064 -0.424 -0.958
H 0.909 2.381 -0.014
H 0.138 1.857 -1.474
C -1.766 -1.344 0.988
O -1.635 0.051 0.937
C -2.251 -1.870 -0.318
H -0.737 -1.758 1.326
H -2.481 -1.652 1.757
H -0.821 0.240 0.417
H -1.468 -1.813 -1.056
H -2.415 -2.980 -0.301
H -3.176 -1.348 -0.633

Relative to the most stable structure, the computed energies are P 0.0235; Q 0.0592; R 0.0000; S 0.0363, all in hartree.

## P
This record from OMol25 describes 2 unconnected molecules or ions with the total composition C4H12NO2. The level of theory is ωB97M-V/def2-TZVPD.

Summary:
Multiplicity   1
Frontier orbital gap   6.0 eV
Highest occupied orbital energy   -0.0935 hartree
Total charge   -1

Atoms and positions in Å:
C -0.131 2.036 1.110
O -0.409 1.053 2.022
C 0.899 1.482 0.015
C 0.354 0.315 -0.881
C -1.179 0.071 -0.926
N -1.596 -0.861 0.139
H -1.019 2.418 0.534
H 0.092 2.953 1.683
H 1.362 2.269 -0.590
H 1.685 1.071 0.641
H 0.818 0.392 -1.873
H 0.669 -0.603 -0.391
H -1.609 -0.300 -1.855
H -1.649 0.983 -0.592
H -1.502 -0.318 1.038
H -0.954 -1.642 0.234
H 1.272 -3.945 -0.887
H 1.164 -3.478 0.628
O 1.731 -3.895 -0.048

## Q
This record from OMol25 describes 2 unconnected molecules or ions with the total composition C4H12NO2. The level of theory is ωB97M-V/def2-TZVPD.

Summary:
Multiplicity   1
Frontier orbital gap   7.0 eV
Highest occupied orbital energy   -0.1092 hartree
Total charge   -1

Atoms and positions in Å:
C -0.903 1.078 -2.369
C -0.384 0.256 -1.184
C -1.149 0.514 0.112
C -1.234 -0.696 1.069
O -0.121 -0.916 1.832
N 1.061 0.509 -1.128
H -1.990 1.240 -2.417
H -0.593 0.672 -3.324
H -0.521 2.111 -2.314
H -0.470 -0.791 -1.488
H -2.177 0.698 -0.213
H -0.763 1.398 0.614
H -1.416 -1.590 0.420
H -2.161 -0.554 1.678
H 1.513 -0.219 -0.568
H 1.237 1.327 -0.549
H 2.163 -1.461 1.131
H 1.638 -0.417 1.980
O 2.488 -0.635 1.525

## R
This record from OMol25 describes 3 unconnected molecules or ions with the total composition C4H12NO2. The level of theory is ωB97M-V/def2-TZVPD.

Summary:
Multiplicity   1
Frontier orbital gap   6.7 eV
Highest occupied orbital energy   -0.1292 hartree
Total charge   -1

Atoms and positions in Å:
C 0.359 2.873 -1.003
N -0.747 2.006 -0.677
C -0.326 0.826 -0.191
C -1.219 0.052 0.736
C -0.456 -1.171 1.319
O -0.446 -2.230 0.474
H -0.010 3.825 -1.386
H 1.008 2.462 -1.794
H 1.063 2.994 -0.155
H 0.859 1.104 0.250
H 1.692 1.010 0.401
H -0.110 0.076 -0.975
H -1.736 0.704 1.452
H -2.031 -0.355 0.123
H 0.562 -0.747 1.538
H -0.824 -1.429 2.327
H 0.958 -2.121 -0.185
H 1.808 -1.841 -1.468
O 1.917 -2.160 -0.565

Relative to the most stable structure, the computed energies are P 0.0416; Q 0.0000; R 0.1583, all in hartree.